Record 1
A 3-piece molecular cluster, C4H12O3 overall. Source: OMol25; level of theory: wB97M-V/def2-TZVPD.

The calculation puts the HOMO energy at -9.7 eV. Its multiplicity is 1. Its relative energy (zero: lowest compared OMol25 entry of this formula, charge and spin) is 49.65 kcal/mol.

Each line ends with the Löwdin charge.
CARTESIAN COORDINATES (ANGSTROEM)
O: 1.66491 -2.15339 -3.67834  0.0536
C: 1.95448 -1.96182 -2.51045  -0.3080
C: 1.12272 -2.23099 -1.34708  -0.2195
C: 0.93936 -1.23882 -0.21949  -0.2608
C: 1.99180 -0.14636 0.18949  -0.1165
H: 2.94764 -1.60780 -1.93929  0.1534
H: 1.79711 -3.05862 -1.03451  0.1376
H: 0.11563 -2.62034 -1.53866  0.1254
H: 0.43779 -1.73367 0.64569  0.1094
H: 0.11919 -0.50041 -0.55281  0.1232
H: 1.42179 0.78945 0.66832  0.1156
H: 2.80471 -0.38225 0.91377  0.0692
H: 2.39011 0.05301 -0.76055  0.0174
H: -4.81608 4.34704 -3.48311  -0.0176
H: -4.54504 4.13664 -2.08920  0.0643
O: -4.85529 3.64557 -2.89444  -0.0468
H: -2.10634 2.28465 6.28594  0.0607
H: -1.70322 0.99470 7.11527  0.0298
O: -1.68127 1.38340 6.22945  -0.0905

***

Record 2
A 2-piece molecular cluster, C21H28ClN2 overall. Source: OMol25; level of theory: wB97M-V/def2-TZVPD.

The calculation puts the HOMO energy at -9.9 eV. As for the net charge: +1. Its multiplicity is 1.

Each line ends with the Löwdin charge.
CARTESIAN COORDINATES (ANGSTROEM)
C: -1.45972 2.14265 1.85423  0.0190
N: -1.86845 1.41468 0.64169  -0.1878
C: -1.97023 2.14143 -0.63900  -0.0064
C: -2.13190 0.13535 0.72632  -0.4677
Cl: -2.60544 -0.81912 -0.58153  0.8476
H: -1.27677 3.18371 1.57363  0.1036
H: -2.24414 2.08924 2.62357  0.1188
H: -0.54420 1.69902 2.27590  0.1114
H: -1.69534 3.17575 -0.43256  0.1000
H: -1.28784 1.70880 -1.38079  0.1084
H: -2.99229 2.09201 -1.03372  0.1103
H: -2.10475 -0.36081 1.69768  0.1218
C: 2.20811 -2.85303 7.81393  -0.0758
C: 3.33356 -2.13590 7.43753  -0.0300
C: 3.45041 -1.58104 6.14115  -0.1644
C: 4.60815 -0.86744 5.75074  -0.0303
C: 4.72386 -0.32685 4.47835  -0.0614
C: 3.67878 -0.49444 3.54881  -0.0381
C: 2.53469 -1.20180 3.87577  -0.1598
C: 1.46297 -1.37239 2.81150  -0.1233
C: 1.65867 -2.63235 1.96410  -0.3130
C: 0.48085 -2.92087 1.02655  -0.1102
C: 0.99112 -3.09785 -0.42586  -0.2794
C: 1.72464 -1.78606 -0.82144  -0.1438
C: 2.90106 -1.56385 0.11297  -0.1597
N: 2.92203 -2.59520 1.20919  -0.0993
C: 3.13772 -3.94231 0.56537  -0.1503
C: 2.03096 -4.25155 -0.43052  -0.1378
C: 2.37935 -1.76341 5.18949  -0.1094
C: 1.24788 -2.50663 5.60510  -0.0359
C: 1.15673 -3.03831 6.88954  -0.0749
H: 2.13434 -3.27237 8.81787  0.1061
H: 4.16322 -1.98305 8.13083  0.1158
H: 5.40899 -0.75186 6.48243  0.1144
H: 5.61327 0.22930 4.18503  0.1057
H: 3.76253 -0.06166 2.54976  0.1018
H: 0.47056 -1.43489 3.27603  0.0991
H: 1.45174 -0.49763 2.13666  0.1049
H: 1.77203 -3.48362 2.66021  0.1533
H: -0.01312 -3.83660 1.37512  0.1233
H: -0.24776 -2.10171 1.05957  0.0713
H: 0.15931 -3.30447 -1.10881  0.1311
H: 2.08892 -1.85691 -1.85240  0.1146
H: 1.04088 -0.93180 -0.75845  0.0912
H: 3.84269 -1.66950 -0.44620  0.1242
H: 2.88310 -0.56104 0.55643  0.0922
H: 4.10910 -3.92082 0.05727  0.1185
H: 3.17210 -4.70493 1.35424  0.1214
H: 1.54898 -5.19520 -0.15389  0.1138
H: 2.45881 -4.36875 -1.43209  0.1144
H: 0.42757 -2.66455 4.90251  0.0975
H: 0.27008 -3.60103 7.18370  0.1032

***

Record 3
C20H37HfN2O2P3 as an isolated structure. Source: OMol25; level of theory: wB97M-V/def2-TZVPD.

The calculation puts the HOMO energy (alpha / beta) at -18.9 / -18.9 eV. As for the net charge: +4. Its multiplicity is 1. Its relative energy (zero: lowest compared OMol25 entry of this formula, charge and spin) is 184.37 kcal/mol.

Each line ends with the Löwdin charge.
CARTESIAN COORDINATES (ANGSTROEM)
P: 4.40190 -0.27376 0.33549  0.8578
C: 4.88597 -0.17239 2.10107  -0.2567
H: 5.95172 0.05993 2.26215  0.0844
H: 4.58794 -1.09854 2.60357  0.0478
H: 4.24728 0.59752 2.55270  0.0358
C: 4.99156 -1.99330 -0.02531  -0.2620
H: 4.49100 -2.32500 -0.96286  0.0319
H: 4.60656 -2.67567 0.76009  0.0501
H: 6.10533 -1.98734 -0.09044  0.0858
C: 5.76130 0.76447 -0.39405  -0.2579
H: 6.77379 0.47823 -0.01755  0.0886
H: 5.49332 1.81103 -0.14180  0.0526
H: 5.70336 0.74435 -1.49898  0.0498
P: -1.26299 4.18681 -0.13416  0.8594
C: -1.45631 4.97840 1.51574  -0.2598
H: -1.59266 6.07781 1.45130  0.0932
H: -0.57652 4.70706 2.12273  0.0470
H: -2.32983 4.50283 1.98768  0.0530
C: -0.09069 5.42191 -0.85323  -0.2620
H: 0.22422 5.07841 -1.85293  0.0401
H: 0.83093 5.42168 -0.24618  0.0532
H: -0.54318 6.43125 -0.87933  0.0832
C: -2.91663 4.72410 -0.78444  -0.2571
H: -3.06679 5.82448 -0.78372  0.0888
H: -3.66523 4.23854 -0.13271  0.0520
H: -3.08706 4.29973 -1.78667  0.0409
P: -3.52663 -2.83557 0.45762  0.8606
C: -4.13556 -2.92154 2.17617  -0.2571
H: -5.18376 -3.25636 2.23848  0.0852
H: -3.99176 -1.92667 2.62145  0.0384
H: -3.45388 -3.57860 2.72558  0.0467
C: -5.12992 -2.73663 -0.44712  -0.2651
H: -5.82514 -3.54336 -0.13672  0.0848
H: -4.92800 -2.74062 -1.53053  0.0462
H: -5.55209 -1.73445 -0.27591  0.0521
C: -3.12343 -4.62600 0.25254  -0.2593
H: -4.04557 -5.21021 0.02247  0.0867
H: -2.60804 -4.95397 1.17154  0.0492
H: -2.36270 -4.68274 -0.54747  0.0274
Hf: 0.18344 0.07298 -1.20844  1.3324
C: 1.34267 1.63832 0.23127  -0.0689
O: 1.73625 2.34854 1.06704  0.1282
C: -1.80350 0.51633 0.10034  -0.0389
O: -2.68505 0.55957 0.87179  0.1247
C: -1.27539 -0.44119 -2.79010  -0.0918
C: -0.55025 -1.61284 -2.40652  -0.1389
C: 0.85764 -1.63601 -2.53222  -0.0717
C: 1.57127 -0.41526 -2.71914  -0.1607
C: 0.86660 0.77057 -3.16617  -0.0645
C: -0.57952 0.78223 -3.06247  -0.1386
H: -2.36988 -0.51237 -2.80230  0.1698
H: -1.06552 -2.57688 -2.30791  0.1585
H: 1.39126 -2.59804 -2.59989  0.1803
H: 2.65705 -0.48625 -2.71087  0.1467
H: 1.42650 1.60589 -3.61949  0.1786
H: -1.13848 1.70486 -3.25997  0.1627
N: 0.40951 -1.37146 2.80734  0.1561
C: 0.76782 -2.54984 2.18155  -0.0057
C: 0.80388 -2.31814 0.85732  -0.0852
N: 0.44670 -0.98597 0.66413  -0.1426
C: 0.22168 -0.43319 1.86159  -0.1809
H: 0.28907 -1.28470 3.81606  0.2021
H: 0.96054 -3.44667 2.73102  0.1490
H: 1.02567 -2.98352 0.03849  0.1220
H: -0.09178 0.57718 2.12128  0.1415

***

Record 4
A 3-piece molecular cluster, C19H15F16N2O4S overall. Source: OMol25; level of theory: wB97M-V/def2-TZVPD.

The calculation puts the HOMO energy at -4.7 eV. As for the net charge: -1. Its multiplicity is 1. Its relative energy (zero: lowest compared OMol25 entry of this formula, charge and spin) is 71.25 kcal/mol.

Each line ends with the Löwdin charge.
CARTESIAN COORDINATES (ANGSTROEM)
C: -4.09268 -2.71993 3.19719  0.0912
C: -3.65186 -1.90343 2.40086  -0.2784
N: -2.85081 -0.79785 1.88629  -0.3820
S: -4.01970 0.14708 0.94739  0.7786
C: -1.86069 -1.27667 0.86578  -0.3039
C: -1.16181 -2.68187 1.23830  -0.6210
O: -0.92328 -3.48721 0.29408  -0.0846
O: -0.78221 -3.00682 2.46241  -0.1335
C: -0.69263 -0.23862 0.77123  -0.1083
C: 0.11721 0.01586 -0.47623  -0.0141
C: 1.26301 0.95336 -0.58789  -0.1535
N: 1.66673 1.70762 0.50114  0.0000
C: 0.93590 1.51818 1.65404  -0.1718
C: -0.22320 0.62843 1.93643  0.0151
H: -4.48907 -3.46689 3.93009  0.0448
H: -4.17272 1.33777 1.64524  -0.1294
H: -2.36746 -1.40881 -0.13445  0.1148
H: -0.17005 -0.56967 -1.40459  0.1085
H: 1.82354 1.04748 -1.56170  0.0992
H: 1.29152 2.12661 2.54882  0.0935
H: -0.71274 0.55164 2.94749  0.1044
C: 2.86766 -3.83851 0.57565  -0.0293
C: 3.73134 -4.78746 1.42806  -0.4331
C: 4.35327 -4.17516 2.68152  -0.2927
F: 5.19928 -3.16323 2.40066  0.0854
F: 5.08310 -5.11009 3.35010  0.0766
F: 4.68234 -5.35256 0.63980  0.1134
F: 2.92171 -5.80906 1.82824  0.1090
O: 3.49585 -3.24696 -0.57055  0.0357
C: 4.23878 -2.07351 -0.37111  -0.5179
C: 5.72269 -2.25176 -0.70173  -0.2775
F: 6.28776 -3.21509 0.05857  0.0905
F: 6.41025 -1.10736 -0.45967  0.0888
F: 4.03315 -1.61204 0.87555  0.1395
F: 3.69988 -1.15259 -1.20234  0.1334
H: 2.07218 -4.45517 0.15049  0.1517
H: 2.34341 -3.09574 1.18139  0.1486
H: 3.58155 -3.80708 3.36305  0.1774
H: 5.85815 -2.52505 -1.75097  0.1715
C: -4.00651 4.85521 -2.52508  -0.0488
C: -4.18265 4.15206 -1.16462  -0.4367
C: -3.11342 4.45823 -0.11568  -0.3012
F: -1.88451 4.07354 -0.50213  0.1002
F: -3.38154 3.78960 1.03519  0.0763
F: -4.29582 2.82077 -1.36814  0.1191
F: -5.38661 4.55969 -0.66077  0.0987
O: -3.39896 4.09405 -3.57019  0.0359
C: -1.99530 4.07300 -3.62105  -0.5086
C: -1.42346 2.66907 -3.40589  -0.2778
F: -1.79047 2.16710 -2.21075  0.0980
F: -0.06882 2.69770 -3.42353  0.0939
F: -1.49384 4.97992 -2.76133  0.1359
F: -1.66046 4.50732 -4.85994  0.1371
H: -5.01617 5.05031 -2.89461  0.1463
H: -3.55366 5.84458 -2.42635  0.1430
H: -3.08772 5.52665 0.11980  0.1720
H: -1.76938 1.98331 -4.18358  0.1762